150
Properties=species:S:1:pos:R:3:lowdin_charge:R:1 method="wB97M-V/def2-TZVPD" spin_multiplicity=1 relative_energy_kcal_mol=192.63 total_charge=-1
H 2.366 5.862 2.247 0.082
C -1.192 -4.177 -5.673 -0.157
H -6.074 -1.540 -0.626 0.120
C 1.874 10.701 -1.790 -0.271
H -2.026 -2.224 -5.733 0.099
H 2.911 9.869 -3.508 0.078
H -8.371 -6.042 -0.975 0.109
H -4.599 -9.700 -4.669 0.075
C -4.262 -9.324 -5.640 -0.118
H -5.104 -8.822 -6.125 0.068
H 2.734 0.668 -1.011 -0.001
N -6.824 2.732 5.648 0.116
H 1.477 -4.432 -4.577 0.074
C 3.120 11.191 -1.048 -0.183
C -0.214 -0.544 -2.599 -0.519
N 7.393 2.646 9.403 0.133
H 3.136 -4.356 -3.810 0.105
C 0.408 -3.089 -1.904 -0.114
C -2.757 -4.586 -8.194 -0.116
H -2.528 1.277 4.425 0.038
C 6.627 3.406 9.879 -0.207
C -3.307 1.504 5.157 -0.109
H -6.593 -0.037 -1.540 0.111
H -2.336 3.299 5.818 0.109
C -4.924 -1.229 -2.617 -0.190
H 6.189 4.846 4.794 0.082
O 2.668 -2.546 0.361 -0.337
H 7.291 6.643 10.523 0.076
C -1.950 -1.924 -1.386 -0.124
H -10.422 -6.852 -2.869 0.074
C -4.221 -2.646 -2.372 -0.206
C 6.917 6.366 9.532 -0.112
H 4.309 -6.411 0.387 0.086
O -1.007 1.248 2.784 -0.397
C 3.326 5.254 -0.311 -0.172
O -7.545 -3.330 -1.753 -0.063
C 4.335 -5.298 0.122 -0.142
H 5.040 6.025 0.758 0.111
H 2.858 12.012 -0.376 0.113
H -2.491 -0.904 -1.326 0.117
C 5.579 5.643 9.635 -0.268
H 3.489 -2.520 -0.193 0.032
N -0.732 -5.081 -5.069 0.162
H 3.868 11.558 -1.756 0.116
H -4.307 -2.936 -1.254 0.106
H 4.840 6.322 10.070 0.110
P 1.807 -1.035 0.155 0.935
P 0.149 0.553 2.004 0.610
H -4.282 -0.323 -2.363 0.111
H 2.238 5.364 -0.316 0.122
H -1.031 -2.642 -7.134 0.123
C -4.482 -6.376 -5.177 -0.203
H 1.870 -0.305 3.129 0.023
N 3.964 1.775 3.112 0.176
H -4.334 4.455 6.708 0.106
O -0.364 -0.720 -3.852 -0.088
C -3.367 -7.187 -4.584 -0.182
C -2.609 -2.628 -2.661 -0.189
C 5.423 4.357 5.404 -0.105
C 3.672 3.813 -0.080 -0.180
H -1.519 -1.029 1.174 0.114
H 0.685 -3.611 -0.909 0.104
C 2.012 -4.385 -3.559 -0.207
H 0.641 -5.804 -2.457 0.098
H -3.784 -3.832 -6.467 0.077
H 1.122 10.363 -1.069 0.113
C 3.711 10.070 -0.245 -0.170
H -1.272 0.362 -0.002 0.118
H 1.436 11.537 -2.343 0.107
H -2.020 -4.264 -8.935 0.073
H -4.176 2.859 7.457 0.111
N 3.941 2.680 0.101 0.147
C -3.067 -8.390 -5.480 -0.268
H 2.097 1.624 1.700 -0.016
C 5.862 2.955 5.815 -0.273
H -3.656 -7.516 -3.582 0.118
H 2.711 -6.805 -0.995 0.115
H -3.675 -4.856 -8.722 0.070
C -10.368 -6.040 -2.068 0.016
H 5.247 4.974 6.288 0.052
C 3.950 6.123 0.783 -0.285
H -2.205 -2.559 -0.459 0.127
C 1.715 -2.964 -2.808 -0.174
N 2.645 -0.332 -1.266 -0.129
H -3.106 0.921 6.061 0.075
C -8.711 -4.001 -2.196 -0.373
C 6.163 2.051 4.617 -0.173
C 4.931 1.897 3.773 -0.168
C 2.171 9.564 -2.762 -0.108
O 0.901 -0.450 3.201 -0.240
C -6.252 -1.124 -1.691 -0.165
C -4.371 3.379 6.515 -0.199
H 6.812 7.279 8.942 0.073
O 1.150 1.823 1.475 -0.246
H 5.079 2.504 6.432 0.113
H -2.495 -2.066 -3.644 0.091
C 3.453 5.763 2.180 -0.107
H 5.446 -4.986 0.195 0.098
H -2.384 -5.491 -7.708 0.056
H -8.466 -1.423 -1.987 0.130
H -4.734 -3.501 -2.959 0.107
H 5.232 5.394 8.627 0.092
C -1.778 -3.025 -6.434 -0.157
H 6.486 1.066 4.962 0.116
O 3.788 -5.020 -1.204 -0.227
O -0.005 0.774 -2.168 -0.207
H -4.258 1.168 4.734 0.071
H 4.667 3.900 10.540 0.115
H -3.468 -2.621 -7.704 0.110
C 2.503 -5.689 -1.238 -0.243
C 5.651 4.373 10.486 -0.183
H 6.758 3.032 6.438 0.094
H -11.361 -5.684 -1.610 0.077
H 3.701 5.558 -1.292 0.111
H -0.263 -3.859 -2.433 0.090
H 7.673 5.747 9.041 0.070
C -0.325 -1.728 -1.489 -0.345
H 3.723 4.739 2.453 0.047
O -9.540 -3.492 -3.011 0.007
N 4.176 9.187 0.385 0.153
H -7.462 -1.996 -3.425 0.134
H 4.491 4.336 4.833 0.062
C -3.035 -3.479 -7.182 -0.265
H -3.994 -10.181 -6.263 0.069
H -2.477 -6.558 -4.491 0.067
H 6.964 2.476 4.006 0.118
N -5.359 -5.739 -5.644 0.140
C -0.699 -0.417 0.632 -0.300
C -5.745 3.017 6.030 -0.218
H 3.791 -4.737 0.954 0.084
H 5.969 4.610 11.504 0.116
H 1.671 -2.197 -3.647 0.109
H -3.515 3.547 4.536 0.114
C -3.325 2.997 5.463 -0.269
C -9.086 -5.472 -1.675 -0.049
H -2.751 -8.045 -6.470 0.105
H -5.270 -1.185 -3.705 0.108
H 3.902 6.426 2.925 0.068
H 1.859 -5.318 -0.353 0.123
N 0.131 -1.362 -0.132 -0.287
C -7.495 -1.964 -2.280 -0.184
H -2.231 -8.952 -5.054 0.110
H 2.550 8.679 -2.244 0.066
H -2.336 -3.732 -2.800 0.094
H 2.106 -6.601 -3.233 0.109
H 3.612 -0.685 -1.327 0.028
H 2.687 -2.750 -2.232 0.073
C 1.760 -5.669 -2.651 -0.186
H 3.717 7.173 0.582 0.036
H 1.261 9.266 -3.288 0.076

=====

167
Properties=species:S:1:pos:R:3:lowdin_charge:R:1 method="wB97M-V/def2-TZVPD" spin_multiplicity=1 relative_energy_kcal_mol=16.41
H 7.624 0.639 5.939 0.087
H -5.169 -2.550 -1.074 0.079
O -4.400 1.334 -5.364 0.100
H -2.433 1.681 -4.795 0.090
O -0.128 1.332 -4.700 -0.581
C -5.890 3.706 -0.015 -0.330
O -3.195 -2.522 1.551 0.065
O -5.301 1.809 1.087 0.078
S -2.074 5.302 -3.667 0.840
H 0.170 -3.992 -1.308 0.008
H 0.384 -6.474 4.833 0.051
C 1.029 0.356 -0.181 -0.290
H 4.356 -2.201 -0.544 0.066
H -7.238 2.164 0.857 0.151
C 1.107 0.983 -1.616 -0.001
H 1.164 -6.216 0.978 0.037
H 2.130 1.250 -1.881 0.077
H -0.684 0.949 0.915 0.116
C 0.549 -2.086 -4.345 -0.262
H 1.750 3.541 -4.394 0.057
O -4.413 1.498 7.266 0.137
H 3.086 -4.414 1.418 0.110
O -1.729 -3.188 -3.377 -0.551
C 1.546 3.894 1.062 -0.276
H 1.056 -1.171 -4.041 0.012
O 4.709 -4.291 2.842 0.068
C -2.956 4.555 -5.075 -0.251
O -2.669 1.946 5.979 0.096
H -2.045 3.554 4.784 0.153
C -4.575 0.757 -6.509 -0.615
O 0.475 -2.523 6.484 0.138
C -4.502 -3.028 -0.357 0.014
C 0.084 -6.074 1.031 -0.245
H -5.439 4.609 0.397 0.160
C -2.194 3.980 -2.340 -0.212
O -5.524 0.933 -7.205 0.155
H -0.259 2.149 4.136 0.087
C 1.523 -2.830 5.799 -0.578
H -6.625 4.891 -1.721 0.079
C -1.252 1.750 3.928 0.018
H 0.437 -4.858 -2.715 0.059
O -3.482 1.351 -0.219 0.129
H -0.044 5.512 -1.019 0.013
C 4.857 -1.858 0.361 -0.015
O -4.466 -1.405 2.938 0.085
O 3.494 -0.982 -2.449 0.120
H 1.678 -6.209 3.591 0.051
O 5.321 0.741 3.526 0.099
H 1.756 -3.685 -2.125 0.061
H 0.499 4.191 -5.510 0.018
C 4.089 -4.003 1.534 -0.004
H 0.682 0.014 7.370 0.090
H 2.689 1.204 -4.595 0.061
H -3.983 -0.390 -3.130 0.096
O 3.865 -2.457 -4.114 0.072
H 2.890 -2.437 -6.482 0.071
C -0.288 -0.449 7.189 0.013
H 2.073 3.839 -6.117 0.051
H -1.374 0.691 4.154 0.085
O -0.157 -1.228 0.998 0.091
H 5.895 -0.593 4.801 0.138
C 4.136 -2.445 1.568 -0.316
H -1.071 -0.104 -0.466 0.119
H -2.397 3.767 -5.578 0.040
H -3.652 -3.389 -0.935 0.078
H 3.207 -1.917 1.782 0.136
C -6.335 2.748 1.039 -0.090
H -0.447 -6.481 0.171 0.045
H 1.099 6.726 -1.333 0.051
H 2.319 -0.160 -5.720 0.031
H -1.164 -1.597 5.636 0.140
C -2.661 -0.236 -5.657 -0.064
H 7.749 1.114 4.252 0.088
O 1.763 -1.877 4.950 0.100
H -3.980 4.238 -4.875 0.061
O -4.648 2.353 5.130 0.088
H -5.857 -2.423 1.914 0.144
H 1.587 4.993 -1.593 0.052
C -0.156 -1.406 6.005 -0.344
C 7.097 1.138 5.125 -0.003
H -3.776 1.751 3.302 0.120
C -3.433 0.541 -3.265 -0.008
C 4.114 -1.322 -3.447 -0.551
H -0.100 -5.009 1.175 0.023
H -7.215 3.206 -1.737 0.095
H -5.023 -3.865 0.109 0.089
H 4.737 -0.777 0.430 0.085
S -0.432 -2.565 -2.921 0.835
H -0.157 -1.956 -5.166 0.050
O 3.575 0.898 4.881 0.081
O 2.152 -3.907 5.860 0.099
H 4.818 -4.296 0.778 0.128
H 4.252 -2.673 -7.485 0.090
H 4.756 -0.449 -6.179 0.119
O 3.275 5.842 0.325 -0.580
O 5.907 -3.242 4.447 0.120
O -4.901 3.008 -0.652 0.064
C -0.366 0.076 0.346 -0.029
O -3.630 -0.191 -6.714 0.070
H 1.096 0.071 4.958 0.122
O -2.548 -2.344 3.715 0.157
H 0.553 3.656 0.680 0.028
C 5.738 0.485 4.821 -0.374
H 5.484 -3.192 -5.131 0.154
C 1.029 5.699 -0.976 -0.241
H -1.051 0.296 6.961 0.069
C -3.949 1.860 6.194 -0.554
C 4.644 0.823 5.758 -0.107
H 1.294 -2.808 -4.680 0.043
C -3.191 0.901 -4.719 -0.288
H 0.473 1.869 -1.665 0.071
H -7.855 4.526 -0.694 0.084
H -1.637 -0.097 -6.003 0.095
H -3.255 3.950 -2.093 0.029
H -3.973 3.410 3.497 0.135
C 0.872 -1.818 0.473 -0.569
H 5.934 -1.954 0.221 0.094
C 0.696 -3.903 -2.259 -0.205
S 0.730 1.767 -5.877 0.890
O 1.625 -0.931 -0.252 0.040
C 3.954 0.899 3.603 -0.505
C 0.717 -0.950 4.911 -0.112
C 1.329 3.494 -5.398 -0.208
H -2.687 -1.179 -5.111 0.114
H 3.656 -4.035 -6.604 0.090
H -1.418 1.993 2.879 0.070
S 1.803 5.654 0.728 0.849
H -1.821 3.053 -2.775 0.033
C -2.369 2.519 4.672 -0.269
H -2.497 0.527 -2.706 0.076
C 4.656 -2.506 -5.313 -0.291
C -3.726 2.519 4.073 -0.138
O 3.218 1.157 2.680 0.129
S -0.503 -6.945 2.584 0.808
H 3.062 1.186 -6.322 0.053
H -6.433 3.366 1.932 0.144
C 2.312 0.920 -5.578 -0.268
C 3.844 -2.965 -6.518 -0.011
C -5.163 -1.605 1.720 -0.104
H -3.016 5.272 -5.894 0.054
H -1.674 4.165 -1.400 0.033
C 5.200 -3.226 3.451 -0.542
C -6.960 4.057 -1.105 0.008
H -3.692 -1.060 0.234 0.131
C -4.461 1.993 0.088 -0.549
H 4.597 -0.007 6.463 0.153
O 4.982 -0.599 -4.128 0.081
O -0.658 5.719 -4.007 -0.567
H 4.993 1.728 6.255 0.134
H 6.292 -1.168 -5.614 0.141
C -3.304 -2.049 2.836 -0.531
O 1.185 -2.947 0.817 0.097
H 1.470 3.731 2.137 0.041
H -0.591 -0.951 8.108 0.094
H 0.402 -5.046 3.762 0.034
C 0.619 -6.112 3.832 -0.237
H -3.998 1.343 -2.790 0.065
H 0.798 0.223 -2.333 0.049
O 4.876 -2.135 2.710 0.054
H 0.262 -1.084 3.930 0.128
H 7.026 2.149 5.526 0.077
C -4.142 -1.939 0.695 -0.321
H 1.779 0.745 0.508 0.138
C 5.220 -1.088 -5.429 -0.084
H 2.287 3.337 0.488 0.059
O -1.999 -6.803 2.710 -0.574
H -5.756 -0.717 1.501 0.125

=====

153
Properties=species:S:1:pos:R:3:lowdin_charge:R:1 method="wB97M-V/def2-TZVPD" spin_multiplicity=1 e_tot_ev=-116258.068 total_charge=-1
H 5.552 2.639 -1.782 0.043
H 7.451 -7.885 8.455 0.073
C 6.748 0.865 2.862 -0.287
F -10.421 1.149 -3.383 -0.132
H 6.687 -0.130 4.768 0.099
F -10.377 -0.868 -2.421 -0.138
H -2.215 -2.055 7.451 0.067
C 7.208 -7.660 7.414 -0.114
H 9.058 -2.319 5.080 0.069
C -7.917 -0.823 -1.920 -0.440
H -0.718 -1.794 5.474 0.098
H 3.760 -4.988 6.486 0.101
H -5.682 1.423 -2.581 0.137
C 8.844 -2.120 4.026 -0.113
H 2.638 -4.235 -2.721 0.132
C 6.927 -5.176 7.938 -0.231
F -7.533 -1.759 -2.793 0.130
H 5.023 3.465 -3.253 0.067
C 1.722 0.386 -2.216 -0.445
H -11.832 3.659 -6.620 0.100
H 9.268 1.356 4.091 0.097
C 0.129 -1.308 -0.960 -0.074
C -11.400 4.748 -8.420 -0.273
F -6.101 -0.894 -0.514 0.115
H 9.349 -2.885 3.434 0.068
H 4.830 -3.482 4.825 0.073
H 2.638 -2.178 -1.494 0.060
C -0.341 3.344 -2.578 -0.221
H 4.948 -2.765 6.433 0.076
O 1.140 1.325 -3.103 -0.285
C 2.930 1.190 -1.671 -0.567
H 9.148 -0.576 2.558 0.098
H 5.665 1.012 2.877 0.086
H 5.157 -5.760 5.786 0.099
C 5.399 -5.151 7.847 -0.230
F -8.508 -1.421 -0.891 0.134
H -0.632 1.886 -4.439 0.029
C -6.641 -0.042 -1.433 -0.447
H 6.981 2.136 1.126 0.053
C -11.111 4.408 -6.959 -0.230
H 1.171 -1.092 -3.614 0.104
H -12.450 5.038 -8.508 0.102
H -0.186 1.861 4.601 0.108
H 7.773 -2.249 3.871 0.058
C -1.230 -1.466 -0.286 -0.240
H -2.662 1.843 -1.768 0.084
H -0.992 4.076 -4.495 0.091
C 0.112 6.010 -1.933 -0.186
H -1.337 -2.534 -0.039 0.115
H 4.552 0.894 -3.047 0.087
H 4.992 -6.082 8.253 0.099
H -10.783 6.102 -10.004 0.067
H 2.532 2.036 -1.106 0.077
C 0.151 3.790 -1.329 -0.127
C -10.525 5.870 -8.970 -0.114
H 9.003 0.322 5.474 0.105
C 0.875 0.283 3.603 -0.097
C -0.395 5.693 -3.203 -0.089
H 0.884 -1.870 -0.397 0.118
H 7.734 -8.380 6.786 0.067
H -0.753 -0.869 1.507 0.062
H -9.467 5.603 -8.950 0.065
H -11.281 3.856 -9.041 0.096
C 3.854 1.695 -2.780 -0.327
H 8.686 -6.122 7.165 0.103
H -9.603 3.686 -5.618 0.107
H -10.103 1.201 -6.136 0.053
O -0.396 0.990 -1.357 -0.184
H 2.743 -0.373 -3.888 0.120
I 4.197 0.162 -0.231 0.922
C 0.924 -0.839 6.500 -0.236
H -4.188 -1.235 -2.420 0.114
H -2.031 -1.221 -0.985 0.098
F -9.552 0.942 -1.342 -0.128
H 1.243 -3.343 -3.331 0.109
H 1.051 -0.793 3.683 0.070
C -9.690 3.912 -6.685 -0.225
C 7.603 -6.229 7.062 -0.272
H -0.748 0.113 -3.427 0.028
H 6.916 -0.054 2.294 0.092
H -8.977 4.717 -6.880 0.102
O 3.972 -3.234 -4.972 0.174
H 8.473 1.913 2.037 0.063
C 2.106 -0.814 -3.116 -0.115
H 7.379 -6.037 6.009 0.098
H -9.788 0.586 -7.759 0.072
C -0.294 -1.759 6.481 -0.271
C 4.675 2.921 -2.372 -0.121
C 9.333 -0.729 3.624 -0.268
F 1.165 0.473 0.145 -0.066
F -7.057 1.050 -0.739 0.100
O -1.450 -0.676 0.867 -0.055
H -2.648 -0.248 -3.801 0.077
C -0.616 4.351 -3.509 -0.106
H 0.036 -2.778 6.705 0.101
C -5.670 0.329 -2.536 -0.100
C 8.751 0.449 4.415 -0.229
H 6.352 -3.556 5.700 0.051
H 0.000 1.072 6.884 0.099
H -1.774 -0.364 7.258 0.065
H -0.984 -1.343 8.495 0.072
P -0.597 1.515 -3.041 0.625
H -0.972 0.307 4.714 0.100
F -9.046 -0.414 -4.179 -0.149
F -8.217 1.375 -3.112 -0.138
H 0.050 -1.783 -1.942 0.108
H -2.745 2.610 -3.347 0.067
H 6.995 1.585 4.874 0.108
H -3.902 0.117 -1.315 0.110
H 1.585 1.164 6.154 0.109
H -11.293 5.297 -6.346 0.109
C -4.232 -0.144 -2.325 -0.188
H 5.027 -4.353 8.497 0.109
C 0.616 0.135 -1.123 -0.498
C 7.241 0.687 4.297 -0.223
C -9.278 2.677 -7.485 -0.264
H 7.211 -5.347 8.981 0.108
H -8.238 2.445 -7.245 0.106
C 2.809 -2.066 -2.564 -0.218
H -6.046 -0.028 -3.495 0.123
H 1.847 0.779 3.594 0.080
H -3.921 0.888 -4.195 0.099
H 10.419 -0.704 3.748 0.101
C 2.892 -3.476 -4.662 -0.578
C 4.847 -4.939 6.439 -0.267
H 3.885 -1.971 -2.717 0.096
H 6.139 -7.828 7.277 0.064
C 2.339 -3.338 -3.271 -0.109
H -0.596 6.485 -3.918 0.085
C -3.301 0.517 -3.369 -0.246
C 0.640 0.612 6.125 -0.233
S -9.280 0.244 -2.741 0.799
C 7.392 2.038 2.131 -0.109
H 3.228 1.933 -3.639 0.110
H 0.363 3.065 -0.549 0.098
H 4.075 3.613 -1.770 0.077
C -10.141 1.452 -7.197 -0.102
C 0.006 0.796 4.749 -0.259
C 5.268 -3.609 5.817 -0.107
H 0.311 7.039 -1.654 0.085
C -2.461 1.686 -2.832 -0.288
H 1.174 -3.584 -5.494 0.110
H 7.206 2.975 2.662 0.076
H 1.372 -0.862 7.500 0.107
C -1.378 -1.357 7.476 -0.114
H -10.649 6.783 -8.382 0.074
H 0.410 0.476 2.636 0.053
N 0.372 5.070 -1.025 0.035
H 1.682 -1.239 5.823 0.096
H -9.299 2.898 -8.556 0.096
H -11.185 1.617 -7.467 0.066
O 2.038 -4.009 -5.575 0.087
H 7.323 -4.191 7.676 0.099